Entry 1:
Here is a molecular structure, C16H9BrClNO4RhS5 from the Open Molecules 2025 dataset. Energies are from wB97M-V/def2-TZVPD.

For the energy above the lowest of the compared OMol25 structures with the same formula, charge and spin, the calculation gives 14.8 kcal per mole. The max |F| comes out at 3.5 eV/A. The calculation puts the total energy at -6106.5824 hartree. The lowest unoccupied orbital energy (alpha / beta) is 2.138 / 0.779 eV.

Geometry as ORCA input:
```
! wB97M-V def2-TZVPD RIJCOSX def2/J DEFGRID3
* xyz -1 5
Rh -1.591 -5.147 16.446
Cl -4.820 -4.981 23.354
C -4.088 -5.303 21.812
C -4.590 -6.398 21.136
C -4.145 -6.721 19.880
C -3.206 -5.847 19.157
O -2.899 -6.232 17.896
C -2.835 -4.700 19.880
C -2.004 -3.553 19.408
O -1.487 -3.278 18.337
C -3.256 -4.456 21.167
H -5.308 -6.958 21.720
H -4.577 -7.594 19.439
H -1.849 -2.837 20.243
H -2.903 -3.586 21.687
S -5.510 -1.553 10.989
C -4.747 -2.402 12.167
S -3.146 -1.979 12.624
C -2.943 -3.123 13.971
C -4.031 -3.947 14.229
S -4.130 -5.116 15.436
S -5.396 -3.768 13.094
S -1.373 -3.277 14.629
Br -2.268 -11.290 12.802
C -2.114 -9.617 13.617
C -3.127 -9.243 14.428
C -2.883 -8.152 15.264
N -1.724 -7.493 15.189
C -0.726 -7.865 14.386
C -0.917 -8.954 13.491
H -4.060 -9.754 14.458
H -3.564 -7.837 16.047
H 0.150 -7.159 14.380
H -0.192 -9.389 12.845
O 0.343 -5.736 17.567
C 1.147 -5.546 16.651
O 0.729 -5.306 15.492
H 2.220 -5.601 16.915
*
```

Löwdin atomic charge list, values in e, 6 entries: 0.888 0.628 -0.696 -0.139 0.007 -0.280


Entry 2:
Here is a single C5H8N2 molecule from the Open Molecules 2025 dataset. Energies are from wB97M-V/def2-TZVPD.

For the energy above the lowest of the compared OMol25 structures with the same formula, charge and spin, the calculation gives 40.2 kcal per mole. The max |F| comes out at 1.1 eV/A. The calculation puts the total energy at -304.7714 hartree. The lowest unoccupied orbital energy is 0.945 eV.

Geometry as ORCA input:
```
! wB97M-V def2-TZVPD RIJCOSX def2/J DEFGRID3
* xyz 0 1
C -0.063 1.683 1.094
C 0.394 0.593 0.160
C 1.292 -0.526 0.532
N -0.145 -0.737 0.404
C -0.618 -1.489 -0.758
C -1.376 -0.623 -1.676
N -1.921 0.113 -2.381
H 0.067 1.391 2.140
H -1.126 1.886 0.926
H 0.495 2.607 0.914
H 0.449 0.894 -0.888
H 1.936 -0.928 -0.252
H 1.690 -0.617 1.540
H 0.198 -1.947 -1.335
H -1.272 -2.299 -0.421
*
```

Löwdin atomic charge list, values in e, 6 entries: -0.049 -0.355 -0.101 -0.079 -0.178 -0.210


Entry 3:
Here is a single C2H7N3S molecule from the Open Molecules 2025 dataset. Energies are from wB97M-V/def2-TZVPD.

For the energy above the lowest of the compared OMol25 structures with the same formula, charge and spin, the calculation gives 40.0 kcal per mole. The max |F| comes out at 1.9 eV/A. The calculation puts the total energy at -642.7889 hartree. The lowest unoccupied orbital energy is 0.920 eV.

Geometry as ORCA input:
```
! wB97M-V def2-TZVPD RIJCOSX def2/J DEFGRID3
* xyz 0 1
C -1.699 -0.659 -0.479
C 0.110 0.662 0.471
H -2.027 -0.891 -1.518
H -1.863 -1.604 0.024
H -2.342 0.172 -0.142
H 1.398 -1.133 -0.346
H 0.781 -1.038 -1.826
H -0.656 1.419 0.718
H 3.003 1.997 1.598
N -0.323 -0.350 -0.365
N 0.555 -1.332 -0.859
N 1.339 0.686 0.845
S 1.725 2.069 1.879
*
```

Löwdin atomic charge list, values in e, 6 entries: -0.093 -0.332 0.087 0.079 0.090 0.050


Entry 4:
Here is a single C5H9N molecule from the Open Molecules 2025 dataset. Energies are from wB97M-V/def2-TZVPD.

For the energy above the lowest of the compared OMol25 structures with the same formula, charge and spin, the calculation gives 22.9 kcal per mole. The max |F| comes out at 1.7 eV/A. The calculation puts the total energy at -250.6305 hartree. The lowest unoccupied orbital energy is 1.033 eV.

Geometry as ORCA input:
```
! wB97M-V def2-TZVPD RIJCOSX def2/J DEFGRID3
* xyz 0 1
C 2.055 -0.783 0.113
C 0.621 -0.412 0.376
N 0.131 -0.952 1.555
C -0.149 0.119 -0.612
C -1.416 0.726 -0.366
C -2.154 1.411 -1.238
H 0.804 -1.067 2.296
H -0.744 -0.577 1.885
H 0.273 0.253 -1.598
H -1.736 0.583 0.687
H 2.375 -0.460 -0.875
H 2.710 -0.327 0.859
H 2.179 -1.866 0.164
H -1.791 1.620 -2.232
H -3.158 1.732 -1.014
*
```

Löwdin atomic charge list, values in e, 6 entries: -0.054 -0.391 0.099 -0.112 -0.217 -0.013


Entry 5:
Here is 10 unconnected molecules or ions with the total composition C40H108N8O13 from the Open Molecules 2025 dataset. Energies are from wB97M-V/def2-TZVPD.

The max |F| comes out at 4.6 eV/A. The calculation puts the total energy at -3004.3180 hartree. The lowest unoccupied orbital energy (alpha / beta) is -2.143 / -7.718 eV.

Geometry as ORCA input:
```
! wB97M-V def2-TZVPD RIJCOSX def2/J DEFGRID3
* xyz 1 2
C -2.199 28.218 -14.324
O -1.030 28.500 -15.160
C -0.858 27.584 -16.215
C 0.202 28.132 -17.186
N 1.439 28.201 -16.473
C 2.555 28.770 -17.284
C 2.470 30.307 -17.207
O 2.528 30.912 -15.869
C 2.282 32.310 -15.876
H -2.002 28.801 -13.424
H -2.478 27.220 -13.985
H -3.087 28.673 -14.764
H -1.825 27.450 -16.701
H -0.578 26.616 -15.800
H -0.162 29.063 -17.619
H 0.294 27.346 -17.935
H 1.280 28.835 -15.703
H 2.526 28.391 -18.306
H 3.537 28.501 -16.895
H 1.506 30.584 -17.634
H 3.137 30.821 -17.899
H 3.004 32.842 -16.496
H 2.476 32.690 -14.873
H 1.256 32.509 -16.184
C 0.185 22.872 -28.243
O 0.877 23.267 -27.079
C -0.004 23.727 -26.102
C 0.600 23.774 -24.698
N 0.971 22.439 -24.133
C 1.551 22.469 -22.775
C 2.966 23.104 -22.745
O 3.999 22.343 -23.285
C 5.285 22.957 -23.366
H -0.426 22.033 -27.910
H 0.991 22.534 -28.895
H -0.418 23.648 -28.715
H -0.919 23.134 -26.097
H -0.176 24.769 -26.373
H -0.130 24.236 -24.034
H 1.495 24.397 -24.726
H 1.806 22.182 -24.639
H 1.589 21.452 -22.386
H 0.839 23.012 -22.152
H 3.105 23.340 -21.690
H 3.008 24.107 -23.170
H 5.936 22.330 -23.974
H 5.775 23.079 -22.399
H 5.273 23.933 -23.852
C 8.047 20.789 -15.893
O 8.949 21.868 -15.477
C 10.157 22.032 -16.112
C 9.934 22.314 -17.597
N 9.198 23.537 -17.740
C 8.840 23.739 -19.165
C 7.757 22.775 -19.520
O 6.623 22.754 -18.637
C 5.570 21.901 -19.102
H 7.550 20.990 -16.842
H 7.410 20.595 -15.031
H 8.618 19.874 -16.053
H 10.837 21.183 -16.045
H 10.746 22.787 -15.590
H 9.526 21.500 -18.196
H 10.899 22.516 -18.061
H 8.353 23.365 -17.215
H 9.743 23.609 -19.760
H 8.442 24.749 -19.262
H 8.113 21.767 -19.733
H 7.443 23.205 -20.472
H 6.052 20.984 -19.439
H 5.188 22.295 -20.044
H 4.828 21.820 -18.308
C 9.443 21.280 -22.922
C 9.849 22.439 -23.804
C 9.523 23.884 -23.252
O 8.142 24.007 -22.856
C 7.833 25.370 -22.575
N 11.288 22.239 -24.130
H 10.073 21.147 -22.042
H 9.626 20.416 -23.560
H 8.364 21.249 -22.771
H 9.328 22.428 -24.761
H 9.716 24.599 -24.052
H 10.075 24.010 -22.321
H 6.788 25.368 -22.265
H 8.014 26.034 -23.420
H 8.433 25.720 -21.735
H 11.649 22.333 -23.191
H 11.591 23.049 -24.652
C 1.485 27.666 -22.874
C 1.485 29.168 -22.706
C 1.484 29.474 -21.222
O 0.227 29.107 -20.559
C -0.776 30.120 -20.507
N 2.700 29.680 -23.372
H 0.649 27.180 -22.371
H 2.347 27.223 -22.376
H 1.506 27.333 -23.912
H 0.614 29.527 -23.254
H 1.662 30.546 -21.140
H 2.320 28.980 -20.728
H -0.430 30.946 -19.885
H -1.718 29.725 -20.126
H -0.981 30.509 -21.505
H 2.566 30.668 -23.532
H 2.704 29.291 -24.304
C 5.507 27.339 -12.768
C 6.684 26.323 -12.590
C 7.754 26.468 -13.718
O 7.110 26.559 -14.987
C 7.578 25.644 -15.953
N 7.203 26.351 -11.198
H 5.839 28.361 -12.952
H 4.841 27.398 -11.908
H 4.892 27.152 -13.649
H 6.332 25.297 -12.482
H 8.483 25.664 -13.621
H 8.385 27.347 -13.587
H 8.651 25.810 -16.039
H 7.080 25.808 -16.909
H 7.417 24.651 -15.534
H 7.306 27.302 -10.874
H 6.494 26.029 -10.555
C 4.192 24.959 -16.088
C 2.925 24.403 -16.572
C 1.964 23.909 -15.526
O 2.365 22.792 -14.773
C 2.422 21.515 -15.453
N 2.292 25.434 -17.421
H 4.013 25.641 -15.257
H 4.814 25.498 -16.802
H 4.775 24.110 -15.730
H 3.080 23.476 -17.124
H 1.000 23.600 -15.930
H 1.809 24.684 -14.776
H 2.513 20.715 -14.719
H 3.378 21.474 -15.975
H 1.631 21.441 -16.201
H 3.010 25.887 -17.969
H 1.927 26.187 -16.855
C 5.307 27.720 -23.805
C 6.052 28.627 -22.894
C 6.504 30.032 -23.395
O 7.589 29.826 -24.277
C 8.179 31.053 -24.758
N 5.126 28.780 -21.759
H 4.675 28.293 -24.484
H 4.762 26.922 -23.302
H 6.069 27.144 -24.330
H 6.853 28.122 -22.353
H 6.870 30.643 -22.570
H 5.645 30.543 -23.831
H 9.102 30.808 -25.283
H 8.405 31.822 -24.019
H 7.475 31.569 -25.412
H 5.423 29.477 -21.091
H 4.298 29.203 -22.153
C 1.039 25.417 -20.448
O 0.913 24.369 -19.539
H 1.006 26.378 -19.936
H 1.985 25.318 -20.980
H 0.227 25.392 -21.174
H 1.371 24.629 -18.736
C 5.127 25.657 -19.956
O 4.311 26.808 -19.983
H 5.077 25.147 -18.994
H 4.810 24.940 -20.713
H 6.162 25.863 -20.228
H 4.550 27.476 -20.629
*
```

Löwdin atomic charge list, values in e, 6 entries: -0.078 -0.191 -0.228 -0.217 -0.063 -0.155


Entry 6:
Here is 9 unconnected molecules or ions with the total composition BF4H16O8 from the Open Molecules 2025 dataset. Energies are from wB97M-V/def2-TZVPD.

For the energy above the lowest of the compared OMol25 structures with the same formula, charge and spin, the calculation gives 24.7 kcal per mole. The max |F| comes out at 3.0 eV/A. The calculation puts the total energy at -1036.1596 hartree. The lowest unoccupied orbital energy is 2.780 eV.

Geometry as ORCA input:
```
! wB97M-V def2-TZVPD RIJCOSX def2/J DEFGRID3
* xyz -1 1
B 8.088 8.719 3.073
F 7.892 8.375 1.716
F 9.373 9.021 3.333
F 7.466 9.927 3.407
F 7.610 7.684 3.837
O 9.500 11.765 3.203
H 10.240 11.660 2.605
H 8.941 11.008 3.029
O 5.092 8.036 2.851
H 5.028 7.636 3.719
H 5.980 8.389 2.815
O 8.944 10.520 6.358
H 8.268 9.889 6.605
H 8.995 10.456 5.404
O 6.156 7.758 -0.534
H 5.385 7.274 -0.240
H 6.052 8.630 -0.152
O 8.310 4.415 3.929
H 7.942 4.901 4.666
H 9.200 4.755 3.837
O 9.958 7.292 5.403
H 9.733 8.074 4.899
H 10.580 6.820 4.849
O 6.641 8.481 6.113
H 7.283 8.218 5.454
H 5.935 7.841 6.030
O 9.315 8.985 -0.350
H 8.649 8.609 0.226
H 10.124 8.943 0.160
*
```

Löwdin atomic charge list, values in e, 6 entries: -1.350 0.118 0.175 0.137 0.144 -0.046


Entry 7:
Here is 9 unconnected molecules or ions with the total composition C20H46ClIN8O21S from the Open Molecules 2025 dataset. Energies are from wB97M-V/def2-TZVPD.

The max |F| comes out at 6.0 eV/A. The calculation puts the total energy at -3962.9466 hartree. The lowest unoccupied orbital energy is -0.204 eV.

Geometry as ORCA input:
```
! wB97M-V def2-TZVPD RIJCOSX def2/J DEFGRID3
* xyz 0 1
C 4.904 2.131 2.539
O 3.804 2.966 2.183
C 3.064 2.266 1.176
C 1.896 3.111 0.594
C 1.288 2.481 -0.715
C -0.090 1.729 -0.426
C -1.107 2.911 -0.311
C -2.197 2.760 0.808
C -2.268 4.070 1.682
Cl -3.820 2.696 -0.069
O 0.233 0.933 0.761
S 0.957 -0.417 0.109
O 0.421 -1.718 0.552
O 2.433 -0.496 0.205
O 0.688 -0.278 -1.548
C -0.290 0.780 -1.633
C -1.675 0.090 -1.890
C -2.520 -0.269 -0.616
C -2.700 -1.812 -0.371
I -2.734 -2.310 1.760
H 4.749 1.078 2.217
H 5.084 2.130 3.631
H 5.852 2.474 2.061
H 2.598 1.380 1.667
H 3.745 1.874 0.393
H 1.128 3.215 1.381
H 2.262 4.143 0.411
H 2.012 1.842 -1.257
H 1.091 3.350 -1.380
H -0.571 3.859 -0.116
H -1.560 3.032 -1.316
H -2.063 1.872 1.447
H -1.727 3.937 2.638
H -3.336 4.274 1.895
H -1.894 4.949 1.121
H -0.210 1.487 -2.491
H -1.439 -0.873 -2.392
H -2.318 0.642 -2.587
H -2.154 0.172 0.328
H -3.538 0.141 -0.770
H -3.700 -2.095 -0.756
H -1.962 -2.414 -0.928
C -2.300 -3.548 6.495
N -3.208 -3.749 5.339
O -3.463 -4.889 5.018
O -3.634 -2.755 4.795
H -2.002 -4.519 6.877
H -1.436 -2.991 6.141
H -2.847 -2.989 7.249
C -3.987 -1.630 -5.477
N -3.403 -0.576 -4.617
O -2.196 -0.447 -4.680
O -4.156 0.068 -3.921
H -3.172 -2.100 -6.016
H -4.488 -2.347 -4.833
H -4.685 -1.160 -6.167
C 0.259 1.479 -5.937
N 0.286 2.958 -6.058
O -0.235 3.453 -7.031
O 0.832 3.571 -5.166
H -0.258 1.068 -6.797
H 1.289 1.132 -5.903
H -0.269 1.236 -5.018
C -0.329 -3.698 -3.124
N -1.483 -4.484 -3.627
O -2.404 -3.851 -4.099
O -1.430 -5.685 -3.525
H -0.535 -2.643 -3.281
H -0.227 -3.919 -2.063
H 0.555 -4.005 -3.675
C 3.130 -1.368 -2.773
N 2.430 -1.705 -4.040
O 2.401 -2.871 -4.384
O 1.924 -0.788 -4.650
H 3.526 -2.281 -2.342
H 3.922 -0.681 -3.013
H 2.399 -0.909 -2.109
C -3.114 -8.036 7.298
N -2.438 -7.017 8.140
O -1.237 -6.895 8.012
O -3.140 -6.378 8.895
H -2.368 -8.523 6.679
H -3.589 -8.749 7.967
H -3.848 -7.519 6.686
C 6.474 1.816 -1.168
N 5.363 1.009 -1.733
O 4.437 1.603 -2.234
O 5.464 -0.198 -1.651
H 6.246 2.867 -1.313
H 6.546 1.576 -0.110
H 7.382 1.539 -1.697
C 0.903 5.295 4.669
N 0.364 5.746 3.362
O -0.449 6.642 3.367
O 0.779 5.179 2.375
H 0.446 5.886 5.456
H 0.656 4.243 4.780
H 1.980 5.445 4.647
*
```

Löwdin atomic charge list, values in e, 6 entries: -0.120 -0.179 -0.237 -0.130 -0.100 -0.391


Entry 8:
Here is a single C7H10 molecule from the Open Molecules 2025 dataset. Energies are from wB97M-V/def2-TZVPD.

For the energy above the lowest of the compared OMol25 structures with the same formula, charge and spin, the calculation gives 60.2 kcal per mole. The max |F| comes out at 0.5 eV/A. The calculation puts the total energy at -272.6221 hartree. The lowest unoccupied orbital energy is 1.122 eV.

Geometry as ORCA input:
```
! wB97M-V def2-TZVPD RIJCOSX def2/J DEFGRID3
* xyz 0 1
C 0.843 -1.483 0.386
C 0.696 -0.067 0.900
C 1.572 0.992 0.286
C 0.088 1.006 0.043
C -0.673 0.637 -1.222
C -1.929 0.042 -0.739
C -2.860 -0.417 -0.127
H 1.707 -1.968 0.854
H -0.046 -2.090 0.586
H 1.017 -1.498 -0.696
H 0.474 0.003 1.963
H 1.966 1.781 0.922
H 2.258 0.661 -0.491
H -0.440 1.781 0.596
H -0.129 -0.075 -1.853
H -0.872 1.518 -1.845
H -3.671 -0.820 0.438
*
```

Löwdin atomic charge list, values in e, 6 entries: -0.073 -0.308 -0.082 -0.278 -0.174 -0.142